49
Properties=species:S:1:pos:R:3:lowdin_charge:R:1 method="wB97M-V/def2-TZVPD" spin_multiplicity=1 e_homo_ev="-9.01 / -9.10" total_charge=0 molar_mass_g_mol=664.65 e_lumo_ev="-1.63 / -1.85" orbital_gap_ev="7.3879 / 7.2512" e_tot_ha=-2102.5287
Ir 0.6124 -1.3673 -0.5226 1.201
S -0.2656 -1.3609 1.5673 0.642
F -2.7147 -2.4001 4.4816 0.140
O 2.2467 -4.9150 -1.1596 0.140
O 2.8492 -4.5735 2.1485 0.127
O -0.7835 -0.7808 -1.7727 -0.189
O 0.6575 0.8493 -0.5441 -0.149
O -2.2121 0.7610 -2.5264 0.152
O 0.4556 -2.8271 5.6546 0.069
O 1.8594 -2.8371 -0.4327 -0.262
N 0.6868 -3.9471 1.8376 -0.046
N -0.9111 -2.5244 5.8451 0.165
N 1.8370 -3.4208 3.8260 0.233
C 2.2224 2.0195 -4.2234 -0.069
C -0.6398 3.8671 -0.4694 -0.027
C 0.3456 3.4586 -4.6165 -0.061
C -0.5009 -2.9828 3.6577 -0.140
C 0.4124 2.0988 -2.6308 -0.154
C 0.6429 -3.0750 4.3687 -0.285
C -1.0550 2.5418 -0.5575 -0.151
C -0.4301 -3.1170 2.1865 -0.529
C -1.2121 0.4505 -1.9470 -0.562
C 1.5777 2.9564 -5.0136 -0.080
C -2.4071 4.3363 1.0904 -0.076
C 1.6397 1.5887 -3.0385 -0.018
C -0.2396 3.0271 -3.4374 -0.026
C 1.6818 -4.1686 -0.4200 -0.586
C -1.4288 -2.6218 4.6603 -0.325
C -1.3150 4.7618 0.3503 -0.068
C 1.8593 -4.0127 2.5521 -0.461
C -0.2808 1.5476 -1.3934 -0.316
C 0.6670 -4.6805 0.5871 -0.059
C -2.1356 2.1157 0.2111 -0.008
C -2.8115 3.0090 1.0250 -0.058
H -0.3194 -4.5737 0.1351 0.138
H -1.3386 -3.5141 1.7427 0.118
H -0.9858 5.7911 0.4078 0.106
H 2.0247 3.2834 -5.9433 0.104
H 2.6772 -3.5143 4.3745 0.175
H -1.2175 3.3910 -3.1500 0.128
H 0.2138 4.2039 -1.0450 0.121
H 0.8826 -5.7325 0.7532 0.143
H 1.0608 1.4593 0.0853 0.144
H 2.1426 0.8486 -2.4301 0.108
H -0.1698 4.1819 -5.2350 0.107
H -2.9423 5.0359 1.7194 0.105
H 3.1767 1.6123 -4.5308 0.107
H -2.4562 1.0816 0.1659 0.122
H -3.6588 2.6694 1.6061 0.109